{"formula": "C23H34N6O3", "method": "wB97M-V/def2-TZVPD", "de_lowest_kcal_mol": 0.10, "max_force_ev_per_a": 1.38, "total_charge": 0, "smiles": "CCC[C@@H](C(=O)NC1CCCC1)N(C(=O)Cn1nnc(-c2ccc(C)o2)n1)C1CCCC1", "spin_multiplicity": 1, "homo_energy_ev": -8.28, "lumo_energy_ev": 0.7, "elements": ["O", "O", "O", "N", "N", "N", "N", "N", "N", "C", "C", "C", "C", "C", "C", "C", "C", "C", "C", "C", "C", "C", "C", "C", "C", "C", "C", "C", "C", "C", "C", "C", "H", "H", "H", "H", "H", "H", "H", "H", "H", "H", "H", "H", "H", "H", "H", "H", "H", "H", "H", "H", "H", "H", "H", "H", "H", "H", "H", "H", "H", "H", "H", "H", "H", "H"], "xyz": [[0.9741, 2.5032, -0.5532], [2.1969, -1.4082, 0.8591], [-3.4415, -0.4952, 1.7031], [-1.5893, 0.8301, -1.7503], [-2.0038, 0.6669, -0.5131], [-2.8006, -0.8697, -1.8848], [1.3783, 0.5628, -1.6413], [1.6628, 0.7172, 1.4035], [-2.0561, -0.0809, -2.5696], [0.9487, -1.8450, -2.2242], [1.3482, 1.5694, 3.6699], [2.5637, 0.2639, -0.8215], [0.6601, 1.6650, -1.3845], [-2.7744, -0.4149, -0.6103], [2.1868, -0.4013, -3.7964], [-3.4861, -1.0324, 0.4632], [-1.0148, 1.2924, 3.5784], [-0.4322, 0.2405, 2.6315], [0.0554, 2.3791, 3.6143], [5.1751, 0.4487, 0.9354], [3.5842, 1.4099, -0.8076], [1.9949, -2.6490, -3.0012], [1.0896, -0.3832, -2.7126], [1.1039, 0.4041, 2.7019], [2.1172, -0.2251, 0.5746], [-4.2657, -2.1620, 0.4650], [2.1995, -1.8473, -4.2839], [-0.6753, 1.8619, -2.1305], [5.0027, 0.9289, -0.5002], [-4.1856, -1.2757, 2.5051], [-4.2991, -0.9088, 3.9400], [-4.7164, -2.3159, 1.7911], [1.0918, -1.9338, -1.1494], [6.2147, 0.1888, 1.1218], [-1.0668, 2.8265, -1.7942], [3.1559, -0.1455, -3.3694], [0.1554, -0.0966, -3.1894], [-4.9514, -1.6111, 4.4494], [-0.7718, 0.4332, 1.6132], [4.8861, 1.2299, 1.6349], [2.2272, 2.1468, 3.3868], [-4.4737, -2.7843, -0.3801], [-0.0542, -2.2043, -2.4567], [1.3643, -2.0174, -4.9646], [-5.3490, -3.0929, 2.1689], [-0.7383, -0.7694, 2.8977], [0.0199, 2.9662, 2.6956], [-0.0541, 3.0533, 4.4626], [1.5005, 1.1836, 4.6785], [1.6643, -3.6673, -3.1952], [4.5661, -0.4290, 1.1296], [3.1240, -2.1034, -4.7989], [3.2995, 2.1756, -0.0877], [5.2751, 0.1234, -1.1868], [-0.5752, 1.8606, -3.2160], [-1.9781, 1.6585, 3.2295], [-4.7028, 0.0975, 4.0428], [-1.1433, 0.8747, 4.5790], [5.6885, 1.7601, -0.6813], [3.0383, -0.6057, -1.2817], [3.5746, 1.8750, -1.7974], [-3.3172, -0.9227, 4.4110], [1.4790, 1.6432, 1.0328], [1.5914, -0.5177, 3.0291], [2.9289, -2.6994, -2.4394], [1.9734, 0.3095, -4.5943]], "atomic_forces_ev_per_a": [[-0.08, 0.40, 0.10], [0.03, -0.41, 0.12], [0.25, 0.37, -0.03], [-0.68, -0.55, 0.11], [-0.25, -0.10, 0.59], [-0.48, -0.54, 0.25], [-0.02, -0.01, 0.06], [-0.03, 0.34, 0.24], [0.32, 0.29, -0.87], [-0.01, -0.08, 0.05], [-0.03, 0.07, -0.06], [0.10, 0.25, 0.26], [-0.30, 0.09, -0.33], [0.75, 0.90, -0.36], [-0.17, -0.07, -0.10], [-0.78, -1.14, -0.05], [-0.03, 0.05, -0.09], [-0.05, -0.11, 0.07], [-0.01, -0.07, 0.23], [0.09, 0.00, -0.19], [0.26, -0.12, -0.09], [-0.13, -0.03, -0.07], [-0.05, -0.16, -0.33], [0.14, -0.34, 0.12], [0.17, 0.10, -0.46], [0.60, 0.78, -0.22], [0.14, 0.02, 0.05], [0.56, 0.57, 0.03], [-0.14, 0.09, 0.13], [-0.64, -0.83, 0.21], [0.20, 0.18, -0.28], [0.19, 0.47, 0.50], [-0.06, 0.01, 0.03], [0.07, -0.05, 0.09], [0.10, -0.21, -0.10], [0.08, 0.04, 0.05], [0.17, 0.01, 0.09], [-0.03, -0.03, 0.02], [0.05, -0.05, 0.04], [-0.04, 0.07, 0.12], [0.11, -0.03, 0.06], [-0.01, -0.10, -0.23], [-0.05, 0.01, 0.01], [-0.03, -0.03, -0.08], [-0.12, -0.12, 0.16], [-0.04, -0.08, -0.05], [-0.02, 0.10, -0.07], [-0.01, 0.11, -0.04], [0.01, 0.00, 0.05], [0.06, -0.08, 0.04], [-0.02, -0.13, 0.12], [-0.01, -0.02, -0.10], [0.00, 0.01, -0.10], [0.06, 0.01, -0.10], [-0.07, -0.07, 0.11], [-0.11, 0.00, 0.05], [-0.05, 0.05, 0.08], [-0.05, 0.02, 0.08], [0.02, -0.04, -0.08], [-0.10, 0.06, 0.11], [-0.07, 0.03, 0.02], [0.05, 0.00, 0.11], [0.13, -0.14, -0.14], [-0.07, 0.16, -0.02], [0.06, -0.02, 0.03], [0.05, 0.10, 0.01]]}


{"formula": "C4H4F3N", "method": "wB97M-V/def2-TZVPD", "de_lowest_kcal_mol": 91.83, "max_force_ev_per_a": 5.33, "total_charge": 0, "spin_multiplicity": 1, "homo_energy_ev": [-9.65, -7.19], "lumo_energy_ev": [-0.3, -1.3], "elements": ["F", "F", "F", "N", "C", "C", "C", "C", "H", "H", "H", "H"], "xyz": [[-3.2490, 1.1553, -0.4794], [-3.5969, -0.5114, 0.9943], [-2.5722, -0.9686, -0.8961], [0.2176, 0.7814, 1.9726], [0.1088, 0.5041, 0.7862], [-2.6957, 0.0443, 0.0648], [0.1183, -0.0148, -0.4366], [0.2997, 0.7924, -1.4961], [0.3330, 0.5784, -2.4632], [0.4352, 1.8939, -1.2334], [-0.4798, 1.0503, 2.6300], [0.1389, -1.0753, -0.3709]], "atomic_forces_ev_per_a": [[0.51, -1.31, 0.39], [1.34, 1.29, -1.21], [-0.18, 1.84, 0.96], [1.29, -0.42, -2.78], [-1.51, 0.77, 5.06], [-1.28, -1.84, 0.00], [0.76, -0.42, -0.62], [0.43, 3.76, 3.06], [0.11, -1.37, -3.80], [-0.31, -1.54, -0.61], [-0.80, 0.14, 0.17], [-0.34, -0.90, -0.62]]}


{"formula": "C34H92O12", "method": "wB97M-V/def2-TZVPD", "de_lowest_kcal_mol": 33.32, "max_force_ev_per_a": 1.08, "total_charge": 0, "smiles": "CC(C)O.CC(C)O.CC(C)O.CC(C)O.CC(C)O.CC(C)O.CC(C)O.CC(C)O.CC(C)O.CC(C)O.CC(C)O.CO", "spin_multiplicity": 1, "homo_energy_ev": -9.73, "lumo_energy_ev": 0.4, "elements": ["O", "O", "O", "O", "O", "O", "O", "O", "O", "O", "O", "O", "C", "C", "C", "C", "C", "C", "C", "C", "C", "C", "C", "C", "C", "C", "C", "C", "C", "C", "C", "C", "C", "C", "C", "C", "C", "C", "C", "C", "C", "C", "C", "C", "C", "C", "H", "H", "H", "H", "H", "H", "H", "H", "H", "H", "H", "H", "H", "H", "H", "H", "H", "H", "H", "H", "H", "H", "H", "H", "H", "H", "H", "H", "H", "H", "H", "H", "H", "H", "H", "H", "H", "H", "H", "H", "H", "H", "H", "H", "H", "H", "H", "H", "H", "H", "H", "H", "H", "H", "H", "H", "H", "H", "H", "H", "H", "H", "H", "H", "H", "H", "H", "H", "H", "H", "H", "H", "H", "H", "H", "H", "H", "H", "H", "H", "H", "H", "H", "H", "H", "H", "H", "H", "H", "H", "H", "H"], "xyz": [[4.7946, 1.4340, 2.4870], [-2.6175, 1.9698, 2.5681], [3.4386, -2.3473, -2.0068], [-1.1133, 5.8719, -3.2050], [2.4314, -0.4615, -3.7469], [-4.4890, 1.1085, -5.0496], [-3.8625, -1.4244, -0.8095], [3.6975, 3.1290, 0.5318], [-0.2857, -2.7731, 4.2115], [-0.0093, -5.7313, -1.9517], [-0.2635, 4.3141, 5.0876], [-2.0850, 0.5543, 0.1833], [1.6201, -3.7555, 3.1086], [0.4325, -2.8174, 2.9494], [-1.2712, -3.7681, -2.6272], [1.7520, 3.7051, 4.0480], [-4.8609, -2.5693, 1.0953], [-0.0715, 5.1306, -2.5323], [1.0428, -0.5326, -3.4896], [-0.5597, 3.7184, -2.2835], [4.4914, 4.4057, -1.3750], [-4.1541, -2.7148, -0.2435], [-0.5420, -3.3143, 1.9149], [-3.6306, 1.8518, -2.9632], [4.5108, -0.4847, 3.8106], [4.2563, 0.1169, 2.4495], [-2.5580, -0.0698, -4.1915], [1.1036, 5.2001, -3.4772], [2.7796, 0.1432, 2.0971], [-1.3279, -5.2205, -2.1700], [-0.7279, 0.6424, -0.2719], [2.3892, -3.5748, -0.2248], [-0.0553, -0.6965, -0.0266], [-2.1413, 0.0278, 3.8654], [0.2944, 3.9914, 3.8007], [-3.1423, 1.1535, 3.6039], [3.4874, -2.6054, -0.5942], [-2.0988, -6.1284, -3.0983], [-3.8565, 0.6379, -3.8438], [3.8198, 2.0031, -1.6311], [3.5725, 3.3022, -0.9039], [4.8623, -3.0910, -0.1835], [0.0914, 5.1713, 2.8539], [-4.5262, 0.6620, 3.2269], [-4.9706, -3.5587, -1.2146], [-0.0385, 1.7358, 0.5110], [4.3835, 5.3102, -0.7712], [-4.5934, 2.1969, -2.5782], [1.3562, 6.2399, -3.6772], [-1.4476, -2.7124, 1.8843], [-4.6941, -0.9357, -0.7589], [3.7912, 4.0139, 0.9000], [0.7190, 5.0728, 1.9640], [-5.7331, -1.9048, 0.9885], [-2.2694, -3.4287, -2.9248], [-0.6154, -3.6330, -3.4878], [-1.8902, -7.1699, -2.8502], [3.7183, 2.1834, -2.6990], [4.7754, -0.4887, 1.6883], [-0.4194, 2.7416, 0.3294], [-3.0485, 1.5900, -2.0761], [-5.7900, -2.9726, -1.6437], [3.1056, 1.2506, -1.2934], [-4.5274, -0.0675, -3.3351], [-2.3966, 1.3465, 1.8567], [2.2490, 3.5216, 3.0912], [1.9100, 2.8506, 4.7030], [-4.8565, 0.3475, -5.5086], [-0.2277, -0.9988, 1.0091], [0.2417, -2.2414, 4.8157], [0.8252, 0.1085, -2.6274], [4.3061, -2.4708, -2.4048], [2.3935, -3.3239, 3.7433], [5.5311, 4.0832, -1.4198], [-0.7983, -4.3643, 2.0689], [4.2061, 4.7062, -2.3875], [5.0535, -4.0477, -0.6790], [0.2194, 3.0301, -1.9487], [-0.2313, 3.1138, 3.4103], [-1.8343, -5.9817, -4.1476], [3.2865, -1.6702, -0.0545], [-2.3138, -0.4757, 4.8230], [4.0045, 0.0696, 4.6030], [-3.2011, -3.2187, -0.0559], [1.2662, -4.6929, 3.5441], [1.0162, -0.7499, -0.2325], [-0.1023, -3.2553, 0.9114], [4.1214, -1.5088, 3.8799], [-0.9019, 3.2879, -3.2285], [-3.1738, -5.9691, -2.9865], [2.3732, -0.8763, 2.1830], [-4.8951, -0.0746, 3.9514], [-4.3661, -3.8914, -2.0600], [1.9816, 4.6905, -3.0763], [-1.8385, 6.0145, -2.5891], [-5.4061, -4.4350, -0.7351], [2.2335, 4.5849, 4.4798], [4.8994, -3.2663, 0.8914], [-1.7966, -5.1931, -1.1773], [-2.1699, -0.7895, 3.1381], [2.0553, -4.0606, 2.1515], [0.3092, 6.1265, 3.3342], [-1.1323, 0.4431, 3.9046], [-4.2644, -2.0170, 1.8252], [1.0233, 1.7822, 0.2581], [0.4719, -0.2250, -4.3631], [4.8319, 1.6453, -1.4294], [0.7198, -1.5514, -3.2422], [-2.7076, -0.9123, -4.8739], [2.5920, -4.5927, -0.5603], [5.6227, -2.3568, -0.4486], [2.6094, 0.4024, 1.0521], [-5.1786, -3.5244, 1.5038], [0.6296, -5.0896, -2.2759], [5.5775, -0.5445, 4.0240], [-0.4945, -1.4714, -0.6654], [1.4135, -3.2366, -0.5746], [-2.5559, -0.1675, -0.2695], [0.8561, 4.7045, -4.4171], [-1.9239, 0.6135, -4.7682], [-0.1510, 1.5770, 1.5869], [2.5308, 3.6158, -1.0548], [-0.7266, 0.9371, -1.3297], [-1.0333, -3.1427, -1.7662], [-1.1802, 4.5831, 4.9697], [0.1164, 5.6393, -1.5794], [-2.0089, -0.3952, -3.3055], [-1.3959, 3.7197, -1.5834], [-3.1919, 1.7443, 4.5203], [-5.2280, 1.4978, 3.2365], [4.3623, 1.9822, 1.8105], [0.7638, -1.7930, 2.7447], [-0.9592, 5.2169, 2.5490], [2.1814, 0.7551, 2.7724], [-4.5758, 0.1741, 2.2514], [-3.1554, 2.6525, -3.5253], [2.3246, -3.5962, 0.8688], [2.8337, -1.0226, -3.0630]], "atomic_forces_ev_per_a": [[0.00, -0.08, -0.09], [-0.08, 0.22, 0.20], [-0.04, -0.03, 0.00], [0.11, 0.00, 0.15], [-0.08, -0.20, -0.15], [-0.02, -0.11, 0.37], [-0.03, -0.33, 0.14], [0.14, -0.12, -0.43], [0.17, 0.08, -0.44], [0.05, -0.03, -0.09], [-0.02, -0.11, -0.02], [0.11, 0.17, -0.13], [-0.05, -0.44, -0.14], [-0.23, -0.21, 0.96], [-0.87, -0.14, 0.17], [0.31, 0.12, -0.43], [-0.21, 1.02, 0.05], [-0.64, 0.21, -0.34], [0.16, -0.03, 0.36], [0.06, -0.33, -0.41], [-0.15, 0.25, -0.53], [-0.18, -0.47, 0.34], [0.06, -0.14, -0.74], [-0.51, -0.31, 0.34], [-0.15, -0.70, 0.30], [-0.16, 0.51, 0.11], [0.31, 0.20, -0.51], [0.30, -0.11, 0.13], [-0.22, -1.06, -0.06], [0.25, 0.50, 0.29], [0.01, 0.16, 0.19], [0.11, 0.09, 0.39], [-0.12, -0.52, -0.33], [-0.13, -0.47, 0.57], [-0.26, 0.54, 0.47], [0.61, -0.65, -0.28], [0.00, 0.14, 0.15], [-0.13, -0.29, -0.02], [0.09, -0.02, -0.29], [0.04, 0.10, 0.53], [-0.31, 0.41, 0.48], [-0.26, -0.26, -0.10], [-0.29, -0.14, -0.15], [-0.54, -0.17, 0.57], [-0.03, 0.17, -0.40], [0.13, 0.49, 0.35], [0.14, -0.08, 0.13], [0.02, 0.20, -0.19], [0.04, -0.01, -0.06], [-0.12, 0.01, 0.19], [0.09, 0.16, -0.14], [-0.02, -0.06, 0.13], [-0.13, -0.01, -0.04], [-0.17, -0.42, -0.17], [0.06, -0.10, -0.12], [0.19, 0.11, 0.12], [-0.02, 0.02, 0.04], [-0.14, -0.23, -0.06], [0.04, 0.09, 0.04], [-0.32, -0.16, -0.16], [0.20, 0.03, -0.16], [-0.03, 0.02, 0.18], [0.00, -0.11, -0.22], [0.03, 0.06, 0.00], [-0.08, 0.29, -0.35], [0.01, -0.22, 0.06], [-0.04, 0.00, 0.03], [0.03, 0.02, -0.06], [0.08, 0.24, -0.12], [-0.05, -0.04, 0.10], [-0.41, 0.04, -0.17], [0.06, -0.05, 0.13], [0.05, -0.05, 0.03], [0.05, 0.04, 0.24], [-0.06, 0.06, 0.25], [0.05, -0.09, 0.00], [0.20, 0.07, -0.01], [0.08, 0.25, 0.33], [0.12, -0.02, -0.10], [0.09, 0.10, 0.04], [0.02, 0.11, -0.28], [-0.09, 0.16, 0.00], [0.12, 0.25, -0.10], [0.13, 0.26, -0.21], [-0.03, 0.14, 0.25], [0.01, 0.40, 0.01], [-0.03, -0.04, 0.27], [0.06, 0.06, -0.21], [-0.13, 0.18, -0.02], [0.02, 0.05, -0.06], [0.21, 0.13, 0.02], [0.07, 0.10, 0.03], [0.04, 0.00, 0.06], [-0.03, 0.05, 0.10], [-0.02, -0.05, -0.01], [0.10, -0.01, 0.07], [-0.06, -0.03, 0.15], [0.03, 0.07, 0.03], [-0.17, -0.31, -0.10], [-0.02, 0.29, -0.28], [-0.14, 0.17, 0.88], [0.25, -0.12, 0.15], [0.00, -0.01, -0.08], [0.33, -0.38, -0.02], [0.01, -0.16, 0.08], [0.13, 0.23, -0.02], [-0.01, -0.01, 0.00], [0.07, 0.00, 0.02], [-0.18, -0.15, 0.29], [-0.04, 0.02, -0.19], [0.10, -0.05, 0.01], [0.05, 0.44, 0.10], [0.02, -0.03, 0.04], [0.00, -0.03, -0.01], [0.00, 0.20, 0.04], [-0.14, 0.10, 0.08], [0.09, -0.04, -0.26], [0.08, -0.01, 0.11], [-0.12, 0.09, -0.02], [0.00, 0.11, 0.25], [0.18, -0.20, -0.04], [0.05, -0.04, -0.23], [0.01, -0.28, -0.01], [0.53, 0.13, -0.25], [-0.01, -0.07, -0.06], [0.35, -0.09, -0.03], [-0.09, -0.09, 0.01], [0.04, -0.15, 0.06], [-0.10, 0.26, -0.14], [0.00, -0.02, -0.15], [0.17, -0.22, -0.06], [-0.09, -0.19, -0.26], [0.09, -0.04, -0.14], [0.14, 0.30, -0.08], [0.31, 0.18, -0.07], [0.07, 0.00, 0.02], [0.16, 0.14, -0.99], [0.09, 0.11, -0.16]]}